Record 1
Molecular formula: C28H22ClNOPRuS
Method: DFT, ωB97M-V/def2-TZVPD

Structure (XYZ):
```
56
C28H22ClNOPRuS, DFT ωB97M-V/def2-TZVPD
Ru -0.10 -0.86 -1.21
Cl 0.84 -3.56 -0.71
S -0.93 0.28 -3.00
P 0.55 -0.32 0.94
O -2.13 -1.50 -0.99
N -3.00 -0.98 -1.85
C 1.83 -0.16 -1.55
C 2.36 -0.03 -2.82
C -0.05 -2.88 4.05
C 3.68 0.42 -3.07
C -3.59 0.36 -3.70
C -0.31 -2.03 5.12
C 2.28 0.13 0.86
C 4.43 0.82 1.69
C 3.10 0.41 1.93
C -0.33 -0.66 4.92
C -1.78 1.16 0.86
C -2.55 2.29 0.63
C 2.73 0.20 -0.48
C -0.39 1.24 0.83
C -2.60 -0.14 -2.84
C -0.09 -0.13 3.67
C -4.91 0.01 -3.55
C -4.29 -1.33 -1.69
C 0.19 -2.36 2.79
C 4.88 0.93 0.40
C 4.05 0.64 -0.71
C 0.22 2.46 0.56
C -0.55 3.59 0.33
C 0.51 -2.52 -2.14
C 4.52 0.75 -2.04
C 0.18 -0.98 2.59
C -5.27 -0.85 -2.52
C -1.93 3.50 0.36
H 0.39 -3.01 1.95
H -5.65 0.41 -4.23
H -3.63 2.22 0.65
H 4.02 0.50 -4.09
H -2.53 4.38 0.17
H -0.07 4.53 0.12
H 1.42 -2.48 -2.73
H 5.53 1.08 -2.23
H 5.08 1.04 2.52
H -0.11 0.94 3.51
H -0.51 -2.44 6.10
H 1.75 -0.28 -3.68
H -2.26 0.20 1.04
H -0.54 0.00 5.76
H -0.31 -2.99 -2.69
H 1.30 2.52 0.52
H 5.90 1.25 0.21
H -3.26 1.02 -4.49
H -0.04 -3.95 4.20
H 2.73 0.33 2.94
H -4.46 -2.01 -0.86
H -6.29 -1.16 -2.36
```

Its spin multiplicity is 2. For the relative energy (zero: lowest compared OMol25 entry of this formula, charge and spin), the calculation gives 0.005 eV. Its expectation value of S² is 0.757. The value obtained for the gap between HOMO and LUMO (alpha / beta) is 7.5 / 7.0 eV. The calculation puts the HOMO energy (alpha / beta) at -7.180 / -7.200 eV.

These are the Mulliken partial charges, in e, on atoms 1 to 4:
1. Ru -0.42
2. Cl -0.19
3. S -0.55
4. P 1.90

---

Record 2
Molecular formula: C5H14S
Method: DFT, ωB97M-V/def2-TZVPD

Structure (XYZ):
```
20
C5H14S, DFT ωB97M-V/def2-TZVPD
S 1.82 -0.96 -0.72
C 3.48 -1.12 -1.46
C -1.95 -0.29 0.83
C -2.16 0.58 -0.41
C 2.23 -0.70 1.00
C -2.99 1.82 -0.06
H -2.73 0.06 -1.19
H -1.62 0.36 1.65
H 1.46 -0.22 1.60
H -1.19 0.80 -0.88
H -2.88 -0.74 1.17
H 3.10 -0.04 1.11
H -1.12 -0.97 0.67
H 4.28 -0.35 -1.38
H -2.70 2.17 0.95
H 4.04 -2.00 -1.15
H -4.06 1.63 0.08
H 3.34 -1.06 -2.53
H -2.94 2.68 -0.72
H 2.58 -1.63 1.44
```

For the relative energy (zero: lowest compared OMol25 entry of this formula, charge and spin), the calculation gives 0.668 eV. As for the structure (SMILES): CCC.CSC. The value obtained for the gap between HOMO and LUMO is 9.7 eV. The calculation puts the HOMO energy at -8.604 eV.

These are the Mulliken partial charges, in e, on atoms 1 to 4:
1. S 0.00
2. C -1.00
3. C -1.02
4. C -0.03

---

Record 3
Molecular formula: C31H42AlN3O3SeTe
Method: DFT, ωB97M-V/def2-TZVPD

Structure (XYZ):
```
82
C31H42AlN3O3SeTe, DFT ωB97M-V/def2-TZVPD
Te 1.58 -1.39 4.55
Se 0.87 -1.44 -1.05
Al 0.80 -1.35 1.42
O -0.92 -1.47 1.93
O 0.84 -3.36 1.62
O 0.95 0.49 1.54
N -1.63 -0.16 -1.51
N 2.80 -1.70 1.55
N -0.01 1.25 -1.25
C 1.42 2.21 -3.86
C 4.50 -3.30 1.85
C -0.11 -0.37 5.31
C 3.20 -2.93 1.79
C -2.29 2.02 2.09
C 5.47 -2.31 1.81
C 5.08 -0.98 1.68
C -0.32 -0.05 -1.31
C 3.73 -0.72 1.55
C 0.04 1.32 1.88
C -2.54 3.77 -2.11
C -3.45 1.55 -2.07
C -1.31 3.39 -1.71
C 2.11 -4.04 1.78
C 2.80 0.33 4.59
C -3.13 -0.66 2.17
C 0.58 2.66 2.12
C -1.35 1.03 2.00
C -1.80 -0.37 2.05
C -1.11 -3.30 -3.74
C 1.40 1.90 -1.27
C 0.39 1.39 -4.57
C 2.05 1.67 -2.58
C -1.14 2.01 -1.51
C -4.06 0.39 2.16
C -3.04 -1.87 -2.82
C -3.62 1.75 2.26
C -2.18 1.12 -1.65
C -2.04 -2.08 -3.94
C -3.64 2.89 -2.31
C -2.41 -1.40 -1.47
H -5.10 0.22 2.28
H 1.23 3.01 -1.16
H 4.79 -4.37 1.93
H 1.99 1.51 -0.46
H -3.51 -2.84 -2.53
H 6.48 -2.64 1.79
H -0.46 4.04 -1.69
H 0.61 0.36 -4.59
H -2.72 4.84 -2.43
H -2.54 -2.12 -4.94
H -0.51 0.27 4.58
H 3.34 0.24 1.23
H 2.16 -4.74 0.96
H -0.43 -3.08 -2.93
H 2.80 0.89 3.64
H -1.97 3.09 1.84
H 2.26 2.32 -4.53
H 2.72 0.84 5.53
H -1.43 -1.15 -4.03
H 2.10 -4.60 2.70
H -3.46 -1.70 2.21
H 0.09 3.17 2.97
H -0.53 -3.67 -4.56
H -0.59 1.59 -4.15
H 0.27 -3.87 1.02
H -3.78 -1.17 -3.07
H 0.32 3.42 1.26
H 2.19 0.56 -2.79
H -1.64 -4.18 -3.35
H -3.36 -1.13 -0.91
H 5.80 -0.18 1.62
H -4.24 0.79 -2.25
H 1.66 2.61 2.32
H -4.33 2.58 2.32
H -4.62 3.27 -2.69
H -0.84 -1.05 5.62
H -1.79 -2.14 -0.95
H 0.41 1.82 -5.57
H 3.83 -0.20 4.69
H 3.04 2.05 -2.37
H 0.98 3.20 -3.71
H 0.24 0.23 6.17
```

For the relative energy (zero: lowest compared OMol25 entry of this formula, charge and spin), the calculation gives 0.733 eV. The value obtained for the gap between HOMO and LUMO is 7.1 eV. As for the charge: +2. The calculation puts the HOMO energy at -13.251 eV.

These are the Mulliken partial charges, in e, on atoms 1 to 4:
1. Te 0.42
2. Se -0.27
3. Al -0.04
4. O -0.16

---

Record 4
Molecular formula: C10H16
Method: DFT, ωB97M-V/def2-TZVPD

Structure (XYZ):
```
26
C10H16, DFT ωB97M-V/def2-TZVPD
C 0.18 -1.58 1.14
C -0.94 -2.13 1.78
C 0.21 -0.28 0.65
C -1.00 0.37 0.39
C -2.07 -1.35 1.73
C -2.16 -0.16 1.01
C 3.00 0.64 -2.49
C -0.09 2.66 0.01
C 2.50 -0.78 -2.29
C -1.13 1.63 -0.42
H -2.98 -1.60 2.28
H -1.05 -3.11 2.24
H 3.25 -1.43 -1.81
H 1.16 0.04 0.27
H 2.09 -1.40 -3.09
H 0.94 2.30 -0.01
H 1.14 -2.04 1.35
H 2.10 1.25 -2.53
H -2.10 2.15 -0.29
H 3.57 0.71 -3.42
H -3.00 0.53 1.01
H 3.64 0.98 -1.69
H -1.10 1.58 -1.50
H -0.35 3.23 0.90
H 0.00 3.40 -0.80
H 1.57 -0.90 -1.72
```

For the relative energy (zero: lowest compared OMol25 entry of this formula, charge and spin), the calculation gives 1.239 eV. As for the structure (SMILES): CCc1ccccc1.CC. The value obtained for the gap between HOMO and LUMO is 10.0 eV. The calculation puts the HOMO energy at -9.002 eV.

These are the Mulliken partial charges, in e, on atoms 1 to 4:
1. C -0.40
2. C -0.74
3. C -0.55
4. C 0.98